a.
This record from the OMol25 dataset describes one molecule with the formula C4H9N. The level of theory is ωB97M-V with the def2-TZVPD basis set.

Atoms and positions in Å:
C 1.94220 -0.49068 1.09818
C 0.52288 -0.45876 0.63959
C -0.00008 0.60085 0.03500
C -1.46517 0.76942 -0.33279
N -1.94828 -0.09795 -1.44077
H 2.60228 0.36628 0.94177
H 2.11106 -0.95313 2.06546
H 2.47002 -1.12377 0.34680
H -0.03685 -1.38670 0.69241
H 0.61011 1.47959 -0.15054
H -2.06234 0.43515 0.50656
H -1.55435 1.77928 -0.71273
H -1.55655 0.14001 -2.35039
H -1.63492 -1.05960 -1.33857

Calculated values
**SMILES string**: C/C=C/CN
**Orbital gap**: 10.014 eV
**HOMO level**: -0.325 hartree



b.
This record from the OMol25 dataset describes a 2-piece molecular cluster, C4H9N overall. The level of theory is ωB97M-V with the def2-TZVPD basis set.

Atoms and positions in Å:
C -1.15416 0.18433 0.66769
N -1.08698 -0.89092 0.02153
C -2.19940 -1.83330 0.16020
H -0.27362 0.81616 0.76104
H -2.05179 0.47998 1.22774
H -2.85484 -1.82646 -0.70731
H -2.74383 -1.60193 1.08177
H -1.75479 -2.81752 0.29438
C 1.98971 0.75872 -0.77761
C 2.69552 1.76265 -0.28381
H 0.98176 0.88364 -1.16890
H 2.31896 -0.25903 -0.95958
H 2.56517 2.77546 -0.64721
H 3.56829 1.56820 0.33008

Calculated values
**SMILES string**: C=NC.C=C
**Orbital gap**: 10.778 eV
**HOMO level**: -0.352 hartree



c.
This record from the OMol25 dataset describes one molecule with the formula C4H9N. The level of theory is ωB97M-V with the def2-TZVPD basis set.

Atoms and positions in Å:
C -0.34042 1.51441 0.04805
C -0.40002 0.25910 0.06199
C -1.76990 -0.50052 -0.03959
C 0.87681 -0.59760 0.07340
N 2.14061 0.17158 0.04928
H 0.56659 1.94884 0.16783
H -1.34663 1.96953 0.02495
H -2.23174 -0.75057 1.11077
H -2.56128 0.19519 -0.40598
H -1.77425 -1.40941 -0.65496
H 0.83021 -1.36513 0.93816
H 0.67326 -1.25896 -0.76942
H 2.94901 -0.42332 0.38970
H 2.38774 0.24685 -0.99419

Calculated values
**SMILES string**: C=C(C)CN
**Orbital gap**: 10.447 eV
**HOMO level**: -0.347 hartree



d.
This record from the OMol25 dataset describes one molecule with the formula C4H9N. The level of theory is ωB97M-V with the def2-TZVPD basis set.

Atoms and positions in Å:
N 1.97786 0.13631 -0.04730
C 0.61018 0.06145 0.49230
C -0.40320 1.11161 -0.00437
C -1.49557 -0.00607 -0.03183
C -0.34608 -1.03747 -0.02224
H 1.87322 0.26653 -1.09821
H 2.59272 -0.73255 0.01722
H 0.69420 0.10968 1.55369
H -0.61145 2.07582 0.54550
H -0.12332 1.43312 -0.98570
H -2.16088 -0.09261 -0.88015
H -2.10788 -0.06860 0.86606
H -0.03803 -1.35764 -1.02220
H -0.46177 -1.89957 0.61722

Calculated values
**SMILES string**: NC1CCC1
**Orbital gap**: 10.367 eV
**HOMO level**: -0.334 hartree



Stability summary - winner: d; margin: 20.9 kJ/mol.



a.
This record from the OMol25 dataset describes a 3-piece molecular cluster, C3H9N2O2 overall. The level of theory is ωB97M-V with the def2-TZVPD basis set.

Atoms and positions in Å:
C 1.23707 1.28716 1.62870
C 1.16418 -0.10653 1.70794
N 0.63474 -0.50157 0.47338
C 0.41328 0.59862 -0.24904
N 0.72993 1.69468 0.40569
H 1.83760 1.85695 2.30207
H 1.62390 -0.78717 2.39885
H 0.40668 -1.41184 0.15472
H 0.13604 0.69016 -1.28193
H 0.51934 2.63304 0.08069
H -3.21633 0.80292 -1.16357
H -2.39291 0.85071 -2.39124
O -2.28809 0.85071 -1.43164
H -1.61563 -2.90786 -1.16832
H -0.59926 -3.47593 -2.09353
O -0.63416 -2.98356 -1.25862

Calculated values
**Charge**: +1
**Orbital gap**: 11.329 eV
**HOMO level**: -0.520 hartree



b.
This record from the OMol25 dataset describes a 2-piece molecular cluster, C3H9N2O2 overall. The level of theory is ωB97M-V with the def2-TZVPD basis set.

Atoms and positions in Å:
C 0.25195 -1.99870 0.21199
C 0.03723 0.19727 1.51588
C 0.63649 -0.54785 0.05902
N 0.10997 2.08757 -1.15027
N -0.11102 0.15517 -0.87827
O -1.04982 2.33361 -1.64997
O -1.27923 0.10316 -1.04029
H -0.88943 -2.10990 0.36633
H 0.71032 -2.50347 -0.62851
H 0.83960 -2.33147 1.09110
H -1.10345 0.15420 1.48345
H 0.36573 1.21360 1.48667
H 0.44532 -0.42874 2.27755
H 1.69462 -0.17375 0.09825
H 0.96919 2.39657 -1.66705
H -1.62747 1.45273 -1.57588

Calculated values
**Charge**: +1
**Orbital gap (spin up / spin down)**: 8.893 / 7.635 eV
**HOMO level (spin up / spin down)**: -0.562 / -0.526 hartree



c.
This record from the OMol25 dataset describes a 2-piece molecular cluster, C3H9N2O2 overall. The level of theory is ωB97M-V with the def2-TZVPD basis set.

Atoms and positions in Å:
C -0.95805 0.06746 3.14826
N -0.85669 -0.72096 -0.43936
C -0.57568 -0.26095 0.74902
N -1.35640 -0.33032 1.79228
H -1.74314 0.68161 3.58218
H -0.03834 0.64416 3.09935
H -0.78610 -0.81286 3.76171
H -1.76289 -1.13019 -0.61212
H -0.25747 -0.50485 -1.24126
H 0.39390 0.19437 0.90802
H -2.26170 -0.76921 1.70411
O 0.87219 -0.13846 -2.54778
C 1.86470 0.27426 -3.08286
O 1.90859 1.48085 -3.62523
H 2.78409 -0.31745 -3.16346
H 2.77300 1.64253 -4.03286

Calculated values
**Charge**: +1
**Orbital gap**: 11.740 eV
**HOMO level**: -0.538 hartree



Stability summary - winner: c; margin: 41.2 kJ/mol.



a.
This record from the OMol25 dataset describes a 2-piece molecular cluster, C3H9N2O2 overall. The level of theory is ωB97M-V with the def2-TZVPD basis set.

Atoms and positions in Å:
C 2.64977 -0.04832 0.09848
C -2.65908 0.97867 0.01450
C 1.99729 -1.18010 0.19277
N -1.73854 -0.19107 -0.17170
N -0.57513 -0.19549 0.15090
O -2.42511 -1.26670 -0.42246
O -0.01496 0.92236 0.50275
H 2.69556 0.68773 -0.65434
H -2.00558 -2.06135 -0.22940
H 3.14583 0.33730 1.00339
H -2.46758 1.48516 0.87780
H -3.64597 0.44575 0.01506
H -2.75040 1.64785 -0.79625
H 2.30286 -1.80136 1.09477
H 1.29695 -1.55830 -0.44190
H 0.95052 0.55611 0.67452

Calculated values
**Charge**: +1
**Orbital gap**: 9.896 eV
**HOMO level**: -0.538 hartree



b.
This record from the OMol25 dataset describes C3H9N2O2 as an isolated structure. The level of theory is ωB97M-V with the def2-TZVPD basis set.

Atoms and positions in Å:
C -0.61879 0.72074 -0.90074
C 0.57984 -1.78222 1.09058
C 0.32811 -0.35161 1.41418
N -1.87703 1.23684 -0.59684
N 0.34122 1.24034 -1.90278
O -1.65450 -0.12976 -1.03501
O 0.69352 0.58247 0.46496
H 1.68411 -1.88017 0.95564
H 0.25788 -2.40319 1.94364
H -0.06402 -2.15046 0.17793
H 1.05929 -0.11597 2.12603
H -0.51709 -0.10432 1.95767
H -2.01450 1.27271 0.50352
H 0.16346 0.72926 -2.74948
H 1.30861 0.87436 -1.46906
H 0.32988 2.26099 -1.98024

Calculated values
**Charge**: +1
**Orbital gap**: 10.663 eV
**HOMO level**: -0.546 hartree



Stability summary - winner: b; margin: 10.9 kJ/mol.



a.
This record from the OMol25 dataset describes one molecule with the formula C3H8BNO. The level of theory is ωB97M-V with the def2-TZVPD basis set.

Atoms and positions in Å:
B -0.81357 1.42182 0.10036
C 1.35043 -0.06354 -0.00394
C -1.05553 -1.17847 0.01438
C 0.14325 0.36159 -0.67383
N 0.80993 -0.98929 1.05565
O -0.06753 -1.88963 0.45855
H -1.75401 1.88249 -0.53380
H -0.44017 1.59155 1.23694
H 2.04008 -0.47614 -0.79512
H 1.84018 0.72837 0.56047
H -1.77893 -0.70563 0.68140
H -1.48040 -1.55902 -0.85768
H 0.32506 0.31111 -1.70239
H 1.62554 -1.50845 1.30844

Calculated values
**Orbital gap**: 9.498 eV
**HOMO level**: -0.324 hartree



b.
This record from the OMol25 dataset describes a 2-piece molecular cluster, C3H8BNO overall. The level of theory is ωB97M-V with the def2-TZVPD basis set.

Atoms and positions in Å:
H -0.59956 -1.09030 1.10826
N 0.28094 -1.44541 0.58897
C 0.17976 -1.50929 -0.60863
C -1.03220 -1.20917 -1.38192
H 1.07189 -1.85057 -1.19495
H -1.83052 -1.91795 -1.59870
H -1.49607 -0.34280 -0.91279
H -0.70198 -0.93683 -2.36062
C 1.17981 1.67723 0.97998
B -0.33582 1.73622 1.17252
O -1.47413 1.75761 1.44206
H 1.73654 1.42197 1.89781
H 1.63097 2.74431 0.72137
H 1.39038 0.96497 0.14664

Calculated values
**SMILES string**: [H]/N=C\C.CB=O
**Orbital gap**: 10.472 eV
**HOMO level**: -0.363 hartree



Stability summary - winner: b; margin: 492.5 kJ/mol.



a.
This record from the OMol25 dataset describes an isolated ion of composition C6H16N and charge +1. The level of theory is ωB97M-V with the def2-TZVPD basis set.

Atoms and positions in Å:
C 2.40237 -0.84627 0.56497
C 0.93821 -1.00269 0.16170
C 0.40251 0.19478 -0.55278
C 1.01285 1.42585 0.07463
C -1.12943 0.41392 -0.53238
C -1.82746 -0.94763 -0.81711
N -1.68014 0.74762 0.82132
H 2.92993 -0.84259 -0.42533
H 2.72961 -1.81337 1.06676
H 2.72260 0.10294 1.09091
H 0.81766 -1.83525 -0.64531
H 0.39663 -1.41827 1.09990
H 0.42063 0.15549 -1.69207
H 0.62021 2.38615 -0.20141
H 2.14084 1.58909 -0.01027
H 1.00839 1.35785 1.26773
H -1.36825 1.18814 -1.14326
H -2.94687 -0.92806 -0.92222
H -1.42982 -1.76178 -0.02724
H -1.59305 -1.29320 -1.78805
H -1.74894 0.04325 1.45642
H -2.72659 0.92846 0.52698
H -1.00635 1.48016 1.20302

Calculated values
**SMILES string**: CC[C@H](C)[C@@H](C)[NH3+]
**Charge**: +1
**Orbital gap**: 11.330 eV
**HOMO level**: -0.543 hartree



b.
This record from the OMol25 dataset describes an isolated ion of composition C6H16N and charge +1. The level of theory is ωB97M-V with the def2-TZVPD basis set.

Atoms and positions in Å:
C 0.89644 -1.38585 1.37938
C -0.48571 -1.27105 0.76266
C -1.43048 -0.38747 1.58761
C -0.37228 -0.77653 -0.75608
C 0.29894 0.58329 -0.74211
C 1.68166 0.96197 -1.32387
N -0.71288 1.67914 -1.31109
H 1.35741 -0.50239 1.83558
H 0.86808 -2.00925 2.28126
H 1.58413 -1.74185 0.61181
H -0.94638 -2.25638 0.70299
H -1.49719 -0.85015 2.56637
H -2.40215 -0.23028 1.12062
H -1.00685 0.59008 1.86239
H -1.43450 -0.69457 -0.99816
H -0.05336 -1.64391 -1.32686
H 0.37685 0.93505 0.27928
H 2.41572 0.67818 -0.57631
H 1.76897 2.04293 -1.46197
H 1.78687 0.51206 -2.31097
H -0.65118 2.49174 -0.70169
H -1.67176 1.36046 -1.24400
H -0.37037 1.91476 -2.23684

Calculated values
**SMILES string**: CC(C)C[C@@H](C)[NH3+]
**Charge**: +1
**Orbital gap**: 11.389 eV
**HOMO level**: -0.545 hartree



c.
This record from the OMol25 dataset describes a 2-piece molecular cluster, C6H16N overall. The level of theory is ωB97M-V with the def2-TZVPD basis set.

Atoms and positions in Å:
C 0.65697 -1.86961 -0.67302
C 1.33047 -0.85122 -1.21846
C 0.88044 0.14094 -2.24077
C 1.23931 -2.74442 0.40219
H -0.32893 -2.10930 -1.06874
H 2.36823 -0.74710 -0.89838
H 0.88312 1.15819 -1.83558
H 1.54737 0.11209 -3.10286
H -0.12504 -0.03181 -2.63081
H 2.31443 -2.59963 0.49840
H 1.07137 -3.79132 0.14416
H 0.76731 -2.57149 1.37179
C -1.91049 2.43877 1.29862
C -1.45103 1.21108 0.54772
N -0.17639 0.66566 1.11729
H -2.72221 2.90870 0.74706
H -2.28579 2.17882 2.28895
H -1.11656 3.17829 1.41727
H -2.17399 0.39953 0.62842
H -1.28476 1.37566 -0.51382
H 0.61205 1.30582 0.96795
H 0.15808 -0.21216 0.63680
H -0.25396 0.45450 2.11580

Calculated values
**Charge**: +1
**Orbital gap**: 10.052 eV
**HOMO level**: -0.490 hartree



d.
This record from the OMol25 dataset describes an isolated ion of composition C6H16N and charge +1. The level of theory is ωB97M-V with the def2-TZVPD basis set.

Atoms and positions in Å:
C 2.24123 -1.20469 -1.46335
C 2.30300 0.12663 -0.72717
C 0.97059 0.57905 -0.13577
C 0.17699 -0.54929 0.55579
C -0.89507 -0.02613 1.49760
C -1.87749 0.92311 0.84364
N -2.59318 0.20296 -0.28399
H 1.46575 -1.19278 -2.23313
H 3.19551 -1.36727 -1.96397
H 2.10278 -2.04593 -0.79124
H 2.66488 0.88286 -1.42406
H 3.04245 0.09368 0.07748
H 1.09894 1.37721 0.59631
H 0.34616 1.00654 -0.92655
H -0.27045 -1.17101 -0.22710
H 0.83483 -1.22766 1.10381
H -1.46292 -0.86679 1.90418
H -0.43611 0.46819 2.35427
H -1.49012 1.85671 0.44903
H -2.64249 1.20767 1.56726
H -3.51732 0.59650 -0.45663
H -2.06169 0.31102 -1.16017
H -2.64516 -0.79444 -0.07595

Calculated values
**SMILES string**: CCCCCC[NH3+]
**Charge**: +1
**Orbital gap**: 10.824 eV
**HOMO level**: -0.534 hartree



Stability summary - winner: d; margin: 41.3 kJ/mol.



a.
This record from the OMol25 dataset describes one molecule with the formula C5H10N2. The level of theory is ωB97M-V with the def2-TZVPD basis set.

Atoms and positions in Å:
N -2.06641 -0.70560 -0.23987
C -0.86572 -0.22768 0.37337
C -0.33129 1.26913 0.06149
C 1.15514 1.14146 -0.33864
C 1.45174 -0.22521 0.23566
N 1.51319 -1.60269 -0.13948
C 0.28107 -0.92690 -0.35259
H -2.07119 -0.92551 -1.17591
H -2.76275 -0.78542 0.50906
H -0.89161 -0.35160 1.48636
H -0.45801 1.77772 0.98822
H -1.01673 1.70399 -0.66273
H 1.21432 1.12415 -1.40449
H 1.77689 1.92819 -0.00061
H 1.36800 -0.17123 1.31842
H 1.45680 -2.28787 0.72066
H 0.24656 -0.73492 -1.37891

Calculated values
**SMILES string**: N[C@@H]1CC[C@@H]2N[C@@H]12
**Orbital gap**: 9.075 eV
**HOMO level**: -0.295 hartree



b.
This record from the OMol25 dataset describes a 2-piece molecular cluster, C5H10N2 overall. The level of theory is ωB97M-V with the def2-TZVPD basis set.

Atoms and positions in Å:
C 1.14533 -1.15105 -0.48282
C 0.09110 -0.55281 -0.98620
N -0.31364 0.60304 -1.67529
C -1.32198 -0.36625 -1.13075
C -2.15451 -0.09439 0.08825
H 2.09942 -0.83521 -0.86306
H 1.08895 -1.94798 0.25006
H -0.21860 1.43674 -1.08935
H -1.79368 -0.89985 -1.95323
H -2.84371 0.73994 -0.06265
H -1.50730 0.10722 0.94829
H -2.73843 -0.98992 0.32189
C 2.03482 0.69136 1.18129
N 1.13019 0.61657 2.06734
H 2.93467 0.07934 1.28139
H 2.02023 1.33828 0.29298
H 0.34713 1.22494 1.81187

Calculated values
**SMILES string**: C=C1N[C@@H]1C.C=N
**Orbital gap**: 9.668 eV
**HOMO level**: -0.320 hartree



Stability summary - winner: b; margin: 142.5 kJ/mol.



a.
This record from the OMol25 dataset describes one molecule with the formula C5H10N2. The level of theory is ωB97M-V with the def2-TZVPD basis set.

Atoms and positions in Å:
C -0.64359 0.42781 -0.04412
C -1.82550 -0.21515 0.11031
C -3.12541 0.49815 -0.01754
C 0.92137 -1.34020 -0.04186
C 3.02511 0.40433 0.03695
N 0.73399 -0.03497 -0.00572
N 1.68908 0.89384 0.01439
H -0.65619 1.48985 -0.25064
H -3.58367 0.61997 0.96339
H -2.99488 1.47991 -0.46247
H -3.81255 -0.08069 -0.63200
H -1.88029 -1.26536 0.35603
H 0.07534 -1.99317 -0.09571
H 1.90430 -1.76157 -0.06277
H 3.26692 -0.21010 -0.84232
H 3.67351 1.27903 0.03756
H 3.23247 -0.19169 0.93651

Calculated values
**Orbital gap (spin up / spin down)**: 8.234 / 8.233 eV
**HOMO level (spin up / spin down)**: -0.277 / -0.277 hartree



b.
This record from the OMol25 dataset describes one molecule with the formula C5H10N2. The level of theory is ωB97M-V with the def2-TZVPD basis set.

Atoms and positions in Å:
C -1.93833 -0.35083 0.15233
C -1.12999 -0.29596 -1.11695
N -0.38146 0.91999 -1.40403
C 0.34929 -0.26205 -0.95867
C 0.89339 -0.45298 0.43683
C 2.15952 0.16601 0.88481
N 0.87379 0.65376 1.38847
H -2.97129 -0.05946 -0.03045
H -1.51809 0.32669 0.90104
H -1.91758 -1.34755 0.59748
H -1.54608 -0.76138 -2.01238
H -0.57371 1.61638 -0.67252
H 0.97357 -0.68906 -1.74071
H 0.62465 -1.40769 0.89530
H 2.77420 -0.32986 1.63321
H 2.70847 0.77915 0.17447
H 0.61965 1.49485 0.87178

Calculated values
**SMILES string**: C[C@H]1N[C@H]1[C@H]1CN1
**Orbital gap**: 10.568 eV
**HOMO level**: -0.345 hartree



Stability summary - winner: b; margin: 98.4 kJ/mol.